# 1
This record from OMol25 describes an isolated molecule of C4H5N3. The level of theory is the ωB97M-V functional and the def2-TZVPD basis.

## Properties
E_HOMO ... -0.3508 Ha
Structure (SMILES) ... c1nnn2c1CC2
E_tot ... -319.5003 Eh
Multiplicity ... 1
Energy relative to the best compared isomer or geometry (same formula, charge and spin) ... 556.31 kJ/mol
F_max ... 8.1 eV/Å
Charge ... 0
HOMO-LUMO gap ... 10.1 eV

Geometry as XYZ:
```
12
Properties=species:S:1:pos:R:3:nbo_charge:R:1
C 1.74 0.83 -0.10 -0.1500
N 2.37 -0.35 0.13 -0.2296
N 1.50 -1.37 -0.11 -0.0547
N 0.32 -0.73 -0.33 -0.1857
C 0.47 0.64 -0.24 0.0908
C -1.10 0.65 0.01 -0.4134
C -1.25 -0.89 0.09 -0.1834
H 2.12 1.80 0.30 0.2175
H -1.56 1.27 0.82 0.2452
H -1.50 0.75 -1.19 0.2207
H -1.35 -1.27 1.31 0.2286
H -1.77 -1.33 -0.70 0.2140
```

***

# 2
This record from OMol25 describes a cluster of 2 separate species, C4H5N3 in total. The level of theory is the ωB97M-V functional and the def2-TZVPD basis.

## Properties
E_HOMO ... -0.4038 Ha
E_tot ... -319.6160 Eh
Multiplicity ... 1
Energy relative to the best compared isomer or geometry (same formula, charge and spin) ... 252.60 kJ/mol
F_max ... 1.2 eV/Å
Charge ... 0
HOMO-LUMO gap ... 11.0 eV

Geometry as XYZ:
```
12
Properties=species:S:1:pos:R:3:nbo_charge:R:1
N -0.26 -2.66 -0.44 -0.7557
C -1.36 -2.95 -0.18 0.2506
C -0.33 0.25 -0.60 0.1560
C -0.58 1.47 0.22 -0.3627
N 0.63 1.61 1.00 -0.3835
C 1.37 0.63 0.64 0.2118
N 0.83 -0.24 -0.35 -0.5060
H -1.03 -0.25 -1.27 0.2190
H -0.78 2.35 -0.39 0.2540
H -1.44 1.32 0.89 0.2596
H 2.35 0.41 1.05 0.1993
H 0.54 -2.01 -0.53 0.4574
```